Here is a structure of composition C31H42AsBCl5GaN5O3SeSi3 at a distorted geometry from OMol25. Energies are from the ωB97M-V functional and the def2-TZVPD basis.

```
! wB97M-V def2-TZVPD RIJCOSX def2/J DEFGRID3
* xyz 1 1
Ga 2.152 0.537 -0.506
Cl 5.256 0.054 -0.475
C 4.871 1.751 -0.497
C 3.546 2.126 -0.599
C 3.295 3.499 -0.633
Cl 1.698 4.145 -0.973
C 4.312 4.409 -0.524
Cl 3.988 6.083 -0.562
C 5.639 4.027 -0.408
Cl 6.913 5.186 -0.436
C 5.930 2.670 -0.393
Cl 7.547 2.080 -0.417
O -3.150 -1.328 -0.299
B -2.209 -0.622 -1.037
O -1.400 -1.468 -1.754
C -1.846 -2.749 -1.479
C -1.395 -3.931 -2.001
C -2.024 -5.063 -1.489
C -3.050 -5.003 -0.537
C -3.507 -3.756 -0.033
C -2.856 -2.657 -0.531
H -0.656 -4.038 -2.797
H -1.779 -6.042 -1.956
H -3.533 -5.900 -0.225
H -4.287 -3.689 0.681
Se -0.029 -5.176 1.194
N 0.935 -6.148 0.141
C 1.646 -5.321 -0.589
C 2.650 -5.688 -1.553
C 3.368 -4.715 -2.107
C 3.067 -3.335 -1.799
N 2.184 -2.950 -0.908
C 1.499 -3.962 -0.295
N 0.612 -3.661 0.641
H 2.796 -6.713 -1.749
H 4.148 -4.883 -2.828
H 3.564 -2.520 -2.311
C -4.556 3.798 -1.321
Si -4.468 1.923 -1.163
C -5.268 1.003 -2.533
C -5.312 1.300 0.317
As -2.071 1.433 -1.073
Si -1.411 1.972 1.272
C 0.333 2.403 1.683
C -2.323 3.516 1.565
C -2.065 0.579 2.306
Si -1.212 1.761 -3.379
C 0.575 1.385 -3.583
C -1.673 3.513 -3.778
C -2.080 0.565 -4.464
H -5.331 4.274 -0.680
H -4.797 4.047 -2.341
H -3.597 4.262 -1.040
H -6.318 1.215 -2.619
H -5.098 -0.081 -2.326
H -4.821 1.150 -3.519
H -6.386 1.544 0.324
H -4.933 1.727 1.256
H -5.230 0.186 0.397
H 0.655 3.315 1.166
H 1.077 1.604 1.511
H 0.292 2.659 2.746
H -2.000 4.301 0.938
H -2.103 3.823 2.595
H -3.383 3.402 1.387
H -1.655 -0.408 2.075
H -3.134 0.474 2.117
H -1.971 0.777 3.384
H 1.232 2.056 -3.057
H 0.796 1.452 -4.643
H 0.793 0.384 -3.188
H -1.387 4.159 -2.950
H -2.766 3.610 -3.901
H -1.133 3.875 -4.691
H -1.822 -0.483 -4.227
H -1.789 0.717 -5.489
H -3.184 0.636 -4.498
N 2.756 0.119 1.604
C 2.605 -0.288 2.678
N 2.400 -0.639 3.905
C 2.696 0.297 5.010
C 3.926 -0.110 5.829
O 3.745 -1.504 6.262
C 3.618 -2.375 5.120
C 2.331 -2.055 4.313
H 1.884 0.360 5.758
H 2.908 1.272 4.586
H 4.009 0.476 6.761
H 4.933 -0.056 5.337
H 3.567 -3.392 5.532
H 4.463 -2.324 4.467
H 1.432 -2.206 4.929
H 2.357 -2.649 3.377
*
```

## Properties
energy above the lowest of the compared OMol25 structures with the same formula, charge and spin	14.4	kcal/mol
frontier orbital gap	6.442	eV
HOMO	-9.25	eV